No. 1
Entry from OMol25: C5H10O2 as an isolated structure (the ωB97M-V functional and the def2-TZVPD basis).

Computed properties:
Total charge ... 0
Total energy ... -346.87677 Ha
Energy relative to the best compared isomer or geometry (same formula, charge and spin) ... 4.0452 eV
E_LUMO ... 0.960 eV

```
17
C5H10O2 (the ωB97M-V functional and the def2-TZVPD basis)
O -0.92660 -0.92782 -0.46335
O 1.81693 0.66031 1.33333
C 0.37754 -0.00217 -1.91085
C -0.28520 -1.36796 -1.67396
C -0.34702 0.13631 2.24377
C -0.31750 0.35027 -0.61666
C 0.65046 0.98039 1.49606
H 1.46786 0.01639 -1.79307
H 0.07791 0.58035 -2.77447
H -1.39400 0.43352 2.11615
H 0.39847 -2.19976 -1.48127
H 0.27341 1.98547 1.19859
H -0.04791 0.31333 3.27837
H -0.24267 -0.92557 2.01021
H -1.02855 -1.64441 -2.42268
H -1.03063 1.18313 -0.55180
H 0.55751 0.42822 0.01164
```

Atomic charges from the Löwdin analysis, expressed in e, are listed below: -0.1067, 0.0001, -0.0916, -0.1588, -0.0416, -0.2446, -0.3977, 0.1165, 0.1050, 0.0898, 0.1185, 0.1309, 0.0913, 0.0914, 0.1131, 0.1436, 0.0408

No. 2
Entry from OMol25: C47H58IN5O7PSSiY as an isolated structure (the ωB97M-V functional and the def2-TZVPD basis).

Computed properties:
Total charge ... -2
Total energy ... -3991.85286 Ha
Energy relative to the best compared isomer or geometry (same formula, charge and spin) ... 0.5039 eV
E_LUMO ... 3.930 eV

```
122
C47H58IN5O7PSSiY (the ωB97M-V functional and the def2-TZVPD basis)
I 3.33815 1.32340 2.37701
Y 2.17318 0.16889 -0.04207
S -2.26349 -0.08871 1.52364
P 0.97659 0.74638 -3.22299
Si -3.10655 -0.12255 3.38120
O 1.35982 -1.48013 1.11017
O -4.74693 0.14604 3.41631
O 3.04310 -0.90520 -1.98372
O -2.94644 -1.58181 4.15797
O -2.48235 1.01070 4.40828
O 0.25910 1.57944 0.62730
O -0.22832 -0.84624 -0.90856
N 4.84476 -1.66680 -0.76199
N 3.90950 -1.52463 0.26826
N 2.92518 2.10439 -1.02706
N 5.77001 5.27225 -2.60409
N 3.59923 4.19186 -2.09842
C 4.45399 -1.68400 -4.33631
C 3.32629 3.09046 -1.51078
C -3.95298 -3.09058 2.53003
C 4.30300 2.15321 -5.19782
C 6.47087 -1.35842 -3.06851
C 2.43128 2.70851 -6.59796
C -6.49534 0.75641 1.95830
C 0.74207 -2.02981 -3.69073
C 7.21991 -1.47402 -4.23303
C 6.58964 -1.70654 -5.45205
C 3.43379 1.58264 -4.27127
C -0.13298 1.40327 3.99783
C 3.53201 -3.15320 3.50162
C -5.53384 1.25700 3.02366
C -0.60204 -1.81918 -6.10662
C 1.57396 2.13634 -5.66954
C 2.05916 1.55597 -4.49293
C -3.60029 -2.83689 3.99158
C 5.08410 -1.46492 -3.11553
C -1.80613 1.25184 -3.16334
C 4.26146 -1.32488 -1.87080
C 1.78028 -2.11173 2.18469
C -2.92362 2.06638 -3.00915
C -6.27785 1.71699 4.26907
C -0.53336 1.80228 -3.32257
C 4.10875 -2.27632 1.27435
C 1.29067 -3.13075 4.32812
C -4.85616 -2.83421 4.85287
C -1.36766 2.41353 5.91980
C -0.29185 -3.07677 -5.60087
C -2.78840 3.44916 -3.01355
C 2.63866 -3.47694 4.50259
C -0.88020 -0.03052 5.90539
C -0.23717 -0.67829 -5.40364
C 4.77967 4.72377 -2.34333
C -4.67274 2.38918 2.47116
C 5.20483 -1.81396 -5.49962
C -0.26031 2.73584 -0.02295
C -0.40934 3.19469 -3.31722
C 0.38132 -3.17746 -4.39097
C 3.13332 -2.47087 2.34824
C 0.44406 -0.75946 -4.18764
C -1.52421 4.01001 -3.16786
C -2.61151 -3.87826 4.48727
C 3.80551 2.71516 -6.36436
C 0.86590 -2.47411 3.19068
C -1.20952 1.18234 5.04805
H 0.02047 -1.64402 -0.41291
H -5.39897 -3.77987 4.74680
H 1.28926 -2.12007 -2.76296
H 4.47866 3.17255 -7.08106
H -5.55949 2.02594 5.03337
H -4.37764 -4.09458 2.43009
H -0.50779 1.12367 1.05833
H 3.37138 -1.72815 -4.36904
H 0.57413 3.64944 -3.40309
H -3.03452 -4.88540 4.41347
H -1.69448 -3.83660 3.89313
H -0.44912 2.60495 6.48158
H -4.13555 2.07457 1.57089
H -3.06638 -3.00484 1.89792
H -1.58516 3.28595 5.29765
H 7.17566 -1.78555 -6.36102
H 4.57980 -3.42573 3.59669
H -0.01870 0.53069 3.35090
H 0.55025 3.20528 -0.57041
H -5.92738 0.38790 1.10013
H -1.06007 2.47199 -0.71600
H -2.19390 2.27190 6.62290
H -6.87478 0.89379 4.67101
H 0.07601 0.13220 6.40861
H -1.66059 -0.19616 6.65568
H -0.80169 -0.93287 5.29915
H -3.92925 2.70975 3.20800
H -5.50993 -2.01104 4.55488
H -0.50188 0.29115 -5.81062
H -0.38900 2.25321 3.35917
H 2.97203 -3.99009 5.39607
H 0.63058 -4.14960 -3.98277
H 4.70385 -1.97604 -6.44622
H -3.65763 4.08397 -2.88974
H 8.29850 -1.37466 -4.18991
H -3.89792 1.61470 -2.86628
H -1.92114 0.17258 -3.12316
H -0.64580 3.43481 0.72101
H -6.94076 2.55967 4.04474
H 0.56655 -3.37785 5.09712
H 5.02205 -2.87262 1.28727
H -7.09642 -0.06592 2.35615
H 0.83613 1.59851 4.46278
H -5.31937 3.23834 2.23065
H -1.13167 -1.72322 -7.04735
H -2.35441 -3.67840 5.53133
H 3.82728 1.15374 -3.35613
H -7.16555 1.55545 1.62385
H -0.17440 -2.19313 3.04034
H -0.96103 -0.51730 -0.35551
H -4.68417 -2.36105 2.16572
H -0.57523 -3.96981 -6.14551
H -4.58490 -2.69942 5.90343
H 6.94422 -1.17975 -2.11050
H 2.02373 3.16069 -7.49565
H 5.36669 2.16360 -4.99009
H 0.50724 2.17632 -5.85584
H -1.39927 5.08626 -3.15466
```

Here are the Löwdin charges for atoms 1 to 99, given in e: 0.0517, 1.0816, 0.4299, 1.1289, -0.1573, -0.2792, -0.1673, -0.2390, -0.1685, -0.1602, -0.3257, -0.1558, 0.0743, -0.0943, 0.0066, 0.0517, 0.0688, -0.0271, -0.3565, -0.0538, -0.0730, -0.0345, -0.0939, -0.0366, -0.1054, -0.0979, -0.1130, -0.1065, -0.0733, -0.0693, -0.6739, -0.0975, -0.1089, -0.3331, -0.6610, -0.1481, -0.0986, -0.4805, -0.3674, -0.0888, -0.0358, -0.3767, -0.1027, -0.0975, -0.0355, -0.0434, -0.1068, -0.1048, -0.1179, -0.0318, -0.0977, -0.4280, -0.0593, -0.0880, -0.1160, -0.1197, -0.0828, -0.1784, -0.3281, -0.0941, -0.0351, -0.0949, -0.0147, -0.6464, 0.0393, 0.0794, 0.0812, 0.0938, 0.0865, 0.0807, -0.0633, 0.1004, 0.1077, 0.0818, 0.0721, 0.0826, 0.0479, 0.0675, 0.0827, 0.0886, 0.1023, 0.0471, 0.0637, 0.0864, 0.0672, 0.0804, 0.0797, 0.0879, 0.0877, 0.0633, 0.0793, 0.0733, 0.0907, 0.0866, 0.0828, 0.0998, 0.0963, 0.0924, 0.0916